Entry from OMol25: 11 unconnected molecules or ions with the total composition C30H84Br6O32P8 in a non-equilibrium geometry (the ωB97M-V functional and the def2-TZVPD basis).

Last column: Mulliken charge in e.
CARTESIAN COORDINATES (ANGSTROEM)
Br -2.139 -4.892 -7.342  -0.187
C -0.808 -4.656 -5.902  -0.590
C -1.553 -4.689 -4.562  -0.343
Br -0.102 -4.825 -3.134  -0.163
H -0.255 -3.726 -6.033  0.281
H -0.165 -5.525 -6.044  0.481
H -2.173 -5.578 -4.445  0.437
H -2.143 -3.785 -4.409  0.067
Br 1.635 8.276 4.117  -0.177
C 0.792 6.843 3.032  -0.223
C 1.942 6.105 2.339  -0.753
Br 1.426 4.377 1.490  -0.157
H 0.067 7.243 2.324  0.411
H 0.315 6.112 3.685  0.099
H 2.612 5.862 3.164  0.340
H 2.480 6.719 1.618  0.465
Br 3.025 -6.381 -1.072  -0.187
C 2.380 -4.937 0.129  -0.593
C 2.742 -3.567 -0.565  -0.076
Br 4.703 -3.355 -0.790  -0.122
H 2.798 -5.012 1.132  0.441
H 1.302 -5.060 0.237  0.376
H 2.414 -2.789 0.123  -0.171
H 2.441 -3.436 -1.604  0.329
C 2.784 -0.779 5.302  -0.995
O 1.447 -0.920 4.819  0.176
P 1.079 -2.218 3.952  0.096
O 2.127 -2.607 2.964  -0.745
O 0.678 -3.385 4.959  -0.352
C -0.425 -3.182 5.905  -0.369
O -0.328 -1.743 3.292  0.797
C -0.743 -2.503 2.166  -0.650
H 2.706 -0.401 6.322  0.310
H 3.369 -0.029 4.769  0.227
H 3.386 -1.687 5.324  0.436
H -0.078 -3.082 6.933  0.324
H -0.981 -4.120 5.906  0.287
H -1.178 -2.446 5.623  -0.057
H -0.333 -2.000 1.290  -0.051
H -1.828 -2.611 2.146  0.165
H -0.401 -3.537 2.214  0.498
C 0.049 -0.334 -5.078  -0.111
O -0.125 0.196 -6.399  -0.093
P -0.652 -0.703 -7.607  0.793
O -0.775 0.015 -8.898  -0.780
O -2.043 -1.390 -7.101  -0.143
C -3.160 -0.625 -6.611  -0.503
O 0.316 -1.960 -7.713  -0.274
C 0.414 -2.799 -8.894  -0.754
H 1.010 -0.094 -4.622  0.108
H -0.090 -1.414 -5.029  -0.007
H -0.701 0.148 -4.451  0.297
H -3.537 -0.181 -7.532  0.324
H -2.840 0.140 -5.904  0.265
H -3.938 -1.263 -6.194  0.006
H 0.175 -3.849 -8.724  0.190
H 1.416 -2.687 -9.307  0.276
H -0.242 -2.351 -9.640  0.360
C -2.832 0.124 1.712  -0.091
O -3.983 0.243 2.454  -0.391
P -4.787 -1.181 2.736  0.833
O -4.798 -2.138 1.574  -0.410
O -4.095 -1.734 4.076  -0.277
C -3.935 -0.946 5.211  -0.295
O -6.270 -0.639 3.173  -0.337
C -7.403 -1.523 3.269  -0.774
H -2.727 -0.732 1.045  -0.123
H -1.899 0.195 2.271  0.043
H -2.731 0.949 1.007  0.409
H -3.809 0.107 4.960  0.279
H -3.019 -1.309 5.678  -0.124
H -4.811 -1.158 5.824  0.302
H -7.240 -2.505 2.826  0.324
H -8.136 -1.062 2.606  0.278
H -7.875 -1.675 4.240  0.287
C -7.196 -3.155 -4.550  -0.614
O -6.574 -3.697 -3.390  -0.318
P -5.002 -3.662 -3.190  0.749
O -4.286 -2.544 -3.867  -0.436
O -4.754 -3.717 -1.532  -0.323
C -3.463 -3.598 -0.921  0.440
O -4.502 -5.140 -3.715  -0.094
C -5.217 -6.364 -3.382  -0.818
H -6.552 -2.437 -5.058  0.221
H -8.029 -2.535 -4.219  0.255
H -7.523 -3.962 -5.206  0.267
H -2.900 -2.891 -1.530  -0.357
H -2.927 -4.539 -1.041  0.313
H -3.415 -3.218 0.100  -0.087
H -5.439 -6.972 -4.258  0.273
H -6.162 -6.283 -2.843  0.326
H -4.474 -6.933 -2.823  0.314
C 1.364 3.594 -8.097  -0.645
O 1.345 3.512 -6.682  -0.255
P 2.714 3.864 -5.851  0.775
O 3.135 5.270 -6.031  -0.732
O 2.444 3.334 -4.341  0.251
C 1.429 4.006 -3.570  -0.455
O 3.767 2.735 -6.438  -0.281
C 4.951 2.693 -5.724  -0.646
H 0.846 2.716 -8.483  0.142
H 2.364 3.829 -8.462  0.344
H 0.759 4.491 -8.226  0.269
H 1.844 4.973 -3.286  0.307
H 1.224 3.385 -2.698  -0.059
H 0.456 4.110 -4.049  0.286
H 4.835 1.950 -4.934  0.126
H 5.302 3.670 -5.392  0.355
H 5.792 2.376 -6.341  0.289
C -2.296 4.927 7.025  -0.785
O -1.638 4.372 5.919  -0.236
P -1.885 2.769 5.569  0.685
O -3.296 2.436 5.244  -0.731
O -0.901 2.517 4.320  0.076
C 0.520 2.557 4.524  0.358
O -1.294 2.008 6.882  -0.361
C -1.356 0.568 7.058  -0.038
H -3.044 5.655 6.713  0.276
H -1.521 5.400 7.628  0.263
H -2.823 4.188 7.628  0.313
H 0.909 3.149 3.695  -0.417
H 1.001 1.582 4.444  -0.141
H 0.905 3.064 5.408  0.486
H -2.100 0.312 7.813  0.350
H -0.396 0.337 7.519  0.280
H -1.379 0.049 6.100  -0.306
C 1.409 0.641 1.525  0.767
O 1.037 -0.166 0.469  0.230
P 0.628 0.609 -0.949  0.192
O -0.461 1.589 -0.727  -0.838
O 2.014 1.250 -1.629  -0.103
C 3.148 0.455 -1.970  -0.394
O 0.322 -0.565 -2.004  0.083
C -0.714 -1.479 -1.716  0.114
H 2.417 0.361 1.832  0.427
H 0.851 0.339 2.412  -0.576
H 1.371 1.703 1.284  -0.510
H 3.186 0.302 -3.049  0.215
H 3.064 -0.579 -1.636  -0.119
H 4.131 0.767 -1.616  0.335
H -1.530 -1.243 -2.399  0.398
H -1.169 -1.366 -0.731  -0.360
H -0.387 -2.513 -1.822  -0.105
C 5.870 2.685 6.740  -0.498
O 6.683 3.328 5.754  -0.356
P 6.666 2.677 4.273  0.748
O 7.157 1.296 4.165  -0.674
O 5.065 2.919 3.861  0.047
C 4.597 2.849 2.502  -0.346
O 7.415 3.755 3.328  -0.349
C 7.764 5.078 3.692  -0.551
H 5.236 3.466 7.158  0.266
H 6.451 2.402 7.617  0.282
H 5.215 1.903 6.355  0.120
H 5.286 2.395 1.789  0.415
H 4.468 3.876 2.161  0.274
H 3.665 2.329 2.284  -0.138
H 7.708 5.228 4.770  0.305
H 7.150 5.797 3.150  0.240
H 8.785 5.220 3.337  0.233

Summary:
SMILES = COP(=O)(OC)OC.COP(=O)(OC)OC.COP(=O)(OC)OC.COP(=O)(OC)OC.COP(=O)(OC)OC.COP(=O)(OC)OC.COP(=O)(OC)OC.COP(=O)(OC)OC.BrCCBr.BrCCBr.BrCCBr
charge = 0

***

Entry from OMol25: a single C4H7NO molecule (the ωB97M-V functional and the def2-TZVPD basis).

Last column: Mulliken charge in e.
CARTESIAN COORDINATES (ANGSTROEM)
C -0.038 0.470 1.349  -1.255
C -0.646 0.479 -0.076  0.232
C 0.522 0.504 -1.051  -0.509
N 1.005 -0.891 -0.928  -0.495
C -0.028 -1.537 -0.573  0.039
O -1.169 -0.853 -0.306  -0.411
H -0.691 -0.065 2.042  0.358
H 0.917 -0.076 1.356  0.320
H 0.184 1.471 1.722  0.363
H -1.466 1.179 -0.278  0.359
H 0.260 0.653 -2.105  0.300
H 1.250 1.267 -0.763  0.319
H -0.098 -2.602 -0.387  0.379

Summary:
SMILES = C[C@H]1CN=CO1
charge = 0
ΔE to the lowest compared entry with this formula, charge and spin = 127.5 kJ/mol

***

Entry from OMol25: 2 unconnected molecules or ions with the total composition C2BrF3N2 in a non-equilibrium geometry (the ωB97M-V functional and the def2-TZVPD basis).

Last column: Mulliken charge in e.
CARTESIAN COORDINATES (ANGSTROEM)
C 0.888 0.018 -0.554  -0.369
C 0.314 -0.473 0.741  1.057
N -2.194 0.551 -1.977  -0.413
N -1.261 0.299 -1.503  0.377
F 0.796 -1.671 1.114  -0.245
F 0.597 0.305 1.802  -0.267
F -0.964 -0.540 0.724  -0.242
Br 1.824 1.512 -0.348  0.101

Summary:
charge = 0
ΔE to the lowest compared entry with this formula, charge and spin = 194.2 kJ/mol

***

Entry from OMol25: a molecular structure, C4H16O4 in a non-equilibrium geometry (the ωB97M-V functional and the def2-TZVPD basis).

Last column: Mulliken charge in e.
CARTESIAN COORDINATES (ANGSTROEM)
C -1.978 -0.064 2.511  -0.692
O -1.765 -0.632 1.229  -0.510
H -3.020 0.128 2.769  0.257
H -1.550 -0.825 3.163  0.315
H -1.520 0.912 2.668  0.241
H -1.884 -1.584 1.209  0.376
C 0.072 0.459 -2.473  -0.495
O -0.397 -0.055 -3.657  -0.561
H 0.949 1.094 -2.600  0.272
H -0.798 0.906 -1.993  0.159
H 0.265 -0.379 -1.803  0.381
H 0.311 -0.276 -4.266  0.317
C 2.354 -0.474 0.018  -0.739
O 1.289 -1.423 0.014  -0.723
H 2.667 -0.342 -1.018  0.252
H 2.178 0.496 0.481  0.310
H 3.233 -0.953 0.450  0.289
H 0.467 -0.950 0.161  0.482
C -0.063 0.994 0.347  -0.966
O 0.192 -0.343 0.872  -0.465
H -0.914 0.878 -0.324  0.381
H -0.313 1.738 1.104  0.174
H 0.829 1.272 -0.214  0.375
H -0.606 -0.574 1.352  0.571

Summary:
charge = 0
ΔE to the lowest compared entry with this formula, charge and spin = 1002.7 kJ/mol

***

| no. | orbital gap (eV) |
| --- | --- |
| 1 | 9.8 |
| 2 | 10.8 |
| 3 | 7.9 |
| 4 | 7.4 |